{
  "formula": "C15H27IN2O5PPdS",
  "method": "ωB97M-V/def2-TZVPD",
  "elements": ["I", "Pd", "S", "P", "O", "O", "O", "O", "O", "N", "N", "C", "C", "C", "C", "C", "C", "C", "C", "C", "C", "C", "C", "C", "C", "C", "H", "H", "H", "H", "H", "H", "H", "H", "H", "H", "H", "H", "H", "H", "H", "H", "H", "H", "H", "H", "H", "H", "H", "H", "H", "H", "H"],
  "positions_angstrom": [[0.809, -1.369, -1.823], [0.027, -0.118, 0.374], [0.872, -0.437, 2.672], [-2.441, 0.101, 0.269], [-0.014, -1.546, 2.132], [0.042, 0.823, 2.480], [1.277, -0.644, 4.038], [2.002, -0.321, 1.691], [-1.874, 4.727, -2.224], [-0.563, 6.510, -1.768], [0.835, 2.112, -0.480], [-2.566, -0.066, -2.511], [0.852, 4.811, 0.148], [-2.114, 2.680, 1.275], [-3.397, 0.353, -1.294], [1.652, 3.926, 0.840], [-0.885, 5.185, -1.679], [-2.570, -2.681, 0.239], [-2.923, -1.471, 1.111], [-4.480, 1.893, 1.226], [0.072, 2.974, -1.143], [-4.316, -1.610, 1.725], [0.046, 4.333, -0.877], [1.617, 2.582, 0.496], [-3.023, 1.453, 1.395], [-4.793, -0.269, -1.364], [-3.222, -2.761, -0.636], [2.196, 1.843, 1.030], [-4.545, -0.803, 2.421], [-3.108, 0.179, -3.433], [0.317, 6.867, -1.448], [2.272, 4.252, 1.666], [-5.197, 1.079, 1.311], [-5.252, 0.010, -2.318], [-4.722, 2.630, 1.999], [-4.635, 2.381, 0.258], [-2.363, -1.140, -2.507], [-1.593, 0.423, -2.537], [0.821, 5.856, 0.441], [-2.449, 3.464, 1.965], [-3.505, 1.444, -1.332], [-2.687, -3.598, 0.826], [-5.454, 0.064, -0.567], [-0.561, 2.570, -1.927], [-1.161, 7.097, -2.321], [-2.876, 1.025, 2.390], [-2.159, 3.097, 0.261], [-2.201, -1.461, 1.926], [-1.081, 2.434, 1.516], [-1.539, -2.644, -0.110], [-4.743, -1.359, -1.335], [-5.112, -1.663, 0.979], [-4.344, -2.542, 2.299]],
  "mulliken_charge": [-0.45, -0.07, 0.99, 1.15, -0.63, -0.55, -0.70, -0.63, -0.63, -0.39, -0.42, -1.44, -0.51, -1.31, 1.01, -0.75, 0.40, -1.58, 0.70, -1.70, -0.20, -1.47, 0.88, -0.44, 0.38, -1.62, 0.22, 0.54, 0.31, 0.47, 0.18, 0.44, 0.32, 0.49, 0.48, 0.27, 0.32, 0.05, 0.35, 0.52, 0.35, 0.48, 0.25, 0.29, 0.25, 0.70, 0.20, 0.30, 0.06, 0.21, 0.25, 0.22, 0.46],
  "total_charge": -1,
  "total_energy_ha": -2238.74553,
  "s2": 2.008,
  "homo_ev": [-4.32, -4.79],
  "multiplicity": 3
}